(1)
Molecular formula: C29H18F2N8O4S5Sc
Method: DFT, ωB97M-V/def2-TZVPD

As for the net charge: -1. The LUMO energy comes out at 0.89 eV. The value obtained for the molecular weight is 785.8 g/mol. For the highest occupied orbital energy, the calculation gives -4.75 eV. The value obtained for the orbital gap is 5.64 eV. The total energy comes out at -4806.6040 a.u.

Geometry as XYZ:
```
67
Properties=species:S:1:pos:R:3:nbo_charge:R:1
Sc 1.6960 -0.3042 0.2459 1.487
N 0.0324 -0.5794 4.2844 -0.497
C 1.0015 0.3316 4.6671 -0.083
C 1.7407 0.5787 3.5541 -0.031
N 1.2373 -0.1577 2.5126 -0.514
C 0.2183 -0.8384 2.9777 0.323
C -0.5359 -1.7081 2.0858 0.305
N -0.1937 -1.8081 0.8260 -0.468
C -1.1136 -2.6332 0.2336 -0.060
C -2.0300 -3.0286 1.1598 -0.070
N -1.6449 -2.4336 2.3412 -0.499
H -0.6987 -0.9340 4.8749 0.422
H 1.0687 0.7111 5.6719 0.231
H 2.5839 1.2342 3.4098 0.264
H -1.0576 -2.8779 -0.8157 0.242
H -2.9018 -3.6556 1.0880 0.236
H -2.1464 -2.4932 3.2097 0.424
F 1.2157 -0.4274 -5.3276 -0.327
C 1.5159 -1.1204 -4.2113 0.423
C 1.4607 -0.4962 -2.9847 -0.302
C 1.7630 -1.1881 -1.8176 -0.422
C 2.1315 -2.5475 -1.9179 -0.144
C 2.1734 -3.1257 -3.1825 0.421
F 2.5257 -4.4276 -3.3530 -0.343
C 1.8695 -2.4446 -4.3424 -0.377
C 2.4822 -3.2724 -0.6678 0.230
C 2.8667 -4.6151 -0.5911 -0.243
C 3.1741 -5.1767 0.6341 -0.155
C 3.1106 -4.4030 1.7825 -0.261
C 2.7275 -3.0873 1.6373 0.062
N 2.4118 -2.5436 0.4618 -0.498
H 1.1863 0.5521 -2.9659 0.217
H 1.9170 -2.9374 -5.3035 0.239
H 2.9349 -5.2153 -1.4819 0.241
H 3.4723 -6.2169 0.6863 0.215
H 3.3643 -4.7968 2.7572 0.219
H 2.6922 -2.4201 2.4902 0.212
O 7.6031 3.8195 -0.0622 -0.595
C 6.6143 3.1282 0.0240 0.180
S 4.9636 3.7568 -0.0155 0.320
C 4.1444 2.2345 0.2931 -0.392
C 4.9110 1.1569 0.4746 -0.391
S 4.3131 -0.4484 0.8019 -0.327
S 6.6476 1.3964 0.3764 0.318
S 2.3980 2.2463 0.3671 -0.350
O -7.2164 1.7102 0.8002 -1.011
S -7.5971 3.0156 0.2997 2.397
O -8.6947 3.0116 -0.6420 -0.998
O -7.6387 4.0660 1.3016 -1.005
C -6.1625 3.5368 -0.6987 0.150
N -6.3223 4.5433 -1.5660 -0.410
C -5.2394 4.9161 -2.2330 0.075
C -3.9987 4.3188 -2.0683 -0.300
C -3.9390 3.2924 -1.1453 0.191
N -5.0130 2.9083 -0.4671 -0.443
C -2.6957 2.5241 -0.8298 -0.001
C -1.4717 2.7300 -1.4474 -0.235
C -0.3826 1.9529 -1.0887 0.071
N -0.4391 0.9851 -0.1648 -0.510
C -1.6281 0.8038 0.4280 0.036
C -2.7577 1.5300 0.1408 -0.177
H -5.3653 5.7337 -2.9374 0.187
H -3.1395 4.6487 -2.6357 0.211
H -1.3383 3.4891 -2.2072 0.221
H 0.5808 2.1254 -1.5453 0.230
H -1.6890 0.0323 1.1763 0.175
H -3.6987 1.3416 0.6415 0.264
```

***

(2)
Molecular formula: C24H23N3O5
Method: DFT, ωB97M-V/def2-TZVPD

The LUMO energy comes out at -0.39 eV. The value obtained for the molecular weight is 433.5 g/mol. For the highest occupied orbital energy, the calculation gives -8.41 eV. The SMILES is C=CCOc1ccc(/C(O)=C2/C(=O)C(=O)N(CCCn3ccnc3)[C@H]2c2ccco2)cc1. The value obtained for the orbital gap is 8.02 eV. The total energy comes out at -1468.7998 a.u.

Geometry as XYZ:
```
55
Properties=species:S:1:pos:R:3:nbo_charge:R:1
C 6.8696 -2.0504 2.8941 -0.373
C 5.6198 -1.6831 2.6888 -0.213
C 5.1951 -0.2659 2.4252 -0.107
O 3.9961 0.0795 3.0934 -0.480
C 2.8073 -0.3720 2.6342 0.324
C 1.6932 -0.0235 3.4056 -0.247
C 0.4294 -0.4020 3.0231 -0.148
C 0.2292 -1.1222 1.8421 -0.162
C -1.1398 -1.4438 1.4371 0.484
O -1.9722 -1.7229 2.4268 -0.639
C -1.5971 -1.4044 0.1438 -0.261
C -2.9862 -1.6175 -0.1525 0.456
O -3.8627 -1.9442 0.6433 -0.577
C -3.1696 -1.3141 -1.6257 0.601
O -4.1636 -1.4377 -2.3083 -0.607
N -1.9754 -0.8455 -2.0625 -0.411
C -1.7694 -0.4374 -3.4284 -0.225
C -1.9106 1.0750 -3.6369 -0.408
C -3.2954 1.6169 -3.2511 -0.216
N -3.4171 1.8782 -1.8403 -0.349
C -4.3133 1.3256 -0.9694 -0.109
C -4.0321 1.8610 0.2540 -0.106
N -2.9963 2.7347 0.1515 -0.476
C -2.6579 2.7277 -1.1090 0.162
C -0.8796 -1.0041 -1.1163 -0.083
C -0.0216 0.2116 -0.9670 0.248
C -0.0918 1.2981 -0.1464 -0.281
C 1.0480 2.0855 -0.4400 -0.306
C 1.7281 1.4183 -1.4091 0.079
O 1.0921 0.2804 -1.7359 -0.419
C 1.3411 -1.4915 1.0909 -0.153
C 2.6156 -1.1306 1.4798 -0.275
H 7.1365 -3.0778 3.0701 0.205
H 7.6792 -1.3393 2.8859 0.191
H 4.8171 -2.4076 2.7121 0.207
H 5.9424 0.4310 2.8138 0.206
H 5.0941 -0.0908 1.3438 0.184
H 1.8559 0.5508 4.3035 0.229
H -0.4255 -0.1279 3.6207 0.233
H -2.8831 -1.8737 2.0493 0.523
H -0.7728 -0.7571 -3.7467 0.210
H -2.5238 -0.9550 -4.0303 0.231
H -1.7386 1.2784 -4.6951 0.218
H -1.1455 1.6000 -3.0628 0.215
H -3.4759 2.5514 -3.7957 0.207
H -4.0674 0.8958 -3.5289 0.234
H -5.0593 0.6255 -1.2810 0.242
H -4.5089 1.6764 1.1953 0.210
H -1.8746 3.3269 -1.5297 0.196
H -0.2297 -1.8122 -1.4952 0.209
H -0.8554 1.5237 0.5676 0.259
H 1.3148 3.0161 0.0155 0.233
H 2.6374 1.6369 -1.9331 0.204
H 1.2197 -2.1029 0.2112 0.214
H 3.4504 -1.4482 0.8751 0.216
```

***

(3)
Molecular formula: C10H30Co3FN10O28P2
Method: DFT, ωB97M-V/def2-TZVPD

The expectation value of S² is 30.03. As for the spin multiplicity: 11. The LUMO energy (spin up / spin down) comes out at -1.52 / -2.83 eV. The value obtained for the molecular weight is 996.1 g/mol. For the highest occupied orbital energy (spin up / spin down), the calculation gives -9.56 / -9.74 eV. The value obtained for the orbital gap (spin up / spin down) is 8.04 / 6.90 eV. The total energy comes out at -7983.3819 a.u.

Geometry as XYZ:
```
84
Properties=species:S:1:pos:R:3:mulliken_spin:R:1
Co -0.7708 -2.8652 -1.8864 2.853
Co 1.1521 -0.3587 -2.1634 2.780
Co 0.4658 -2.4703 1.0434 2.726
P 0.3916 -4.7986 -0.5025 -0.054
O -0.2531 -6.0126 0.2467 0.503
O -0.7464 -3.8666 -0.1676 0.498
O 0.1220 -4.5176 -1.9940 0.119
O 1.4241 -3.9557 0.3657 0.093
P -0.7557 -0.6182 -0.2929 0.036
O -1.8196 -1.4169 -1.0243 0.074
O 0.3972 -1.5547 -0.7083 0.093
O -0.4474 -0.8284 1.2456 0.044
O -0.1620 0.5752 -1.0821 0.065
F 0.0383 -1.6243 -3.3570 0.073
C 1.1226 2.5451 -5.4922 0.001
N 1.1564 2.3717 -4.0248 0.000
O 0.9258 1.2562 -3.5598 0.012
O 1.2824 3.3251 -3.2830 0.009
H 0.7746 1.6801 -6.0569 0.000
H 2.1775 2.7120 -5.7099 0.000
H 0.4724 3.4019 -5.6692 0.000
C 0.2425 2.4564 1.3986 0.004
N 0.9775 3.7499 1.4662 0.000
O 2.1549 3.6966 1.8018 0.000
O 0.4221 4.7744 0.9334 0.000
H -0.5593 2.4947 0.6613 0.003
H -0.2287 2.3076 2.3701 -0.001
H 0.9370 1.6456 1.1783 -0.002
C -3.8307 1.2466 1.3042 -0.005
N -3.6269 2.0420 2.5537 0.000
O -4.5175 2.8451 2.8047 0.000
O -2.6871 1.7837 3.2444 0.000
H -4.4976 0.3936 1.4297 -0.001
H -2.8515 0.7797 1.1978 0.010
H -4.2271 1.9220 0.5461 0.000
C -0.5507 -0.5386 4.3082 0.004
N -0.0493 -0.3925 5.7066 0.000
O 0.4563 0.7237 5.9508 0.000
O -0.1340 -1.3815 6.4470 0.000
H -0.3122 0.3556 3.7322 0.000
H -1.6269 -0.7033 4.3593 0.000
H 0.0046 -1.3762 3.8861 0.003
C -1.3066 4.3547 -1.6059 0.000
N -2.6695 4.7838 -1.2392 0.000
O -3.2143 5.6190 -1.9658 0.000
O -3.1300 4.4294 -0.1905 0.000
H -1.0419 3.3302 -1.3443 0.002
H -0.5690 5.1076 -1.3280 0.000
H -1.3443 4.1798 -2.6811 0.000
C 3.8691 0.8972 0.7539 0.000
N 3.7604 0.7995 -0.7479 0.001
O 4.8094 0.8093 -1.4143 0.018
O 2.6970 0.9083 -1.3059 -0.004
H 4.4032 1.7831 1.0974 0.000
H 4.4459 0.0221 1.0533 -0.001
H 2.8290 0.9064 1.0799 -0.001
C -4.7140 -2.2659 -0.1465 0.001
N -3.7670 -2.7231 0.9484 0.000
O -3.6065 -1.9690 1.8875 0.001
O -3.2245 -3.8341 0.8734 -0.002
H -5.4026 -1.5095 0.2301 0.000
H -5.3096 -3.1024 -0.5123 0.000
H -4.0249 -1.8268 -0.8678 -0.002
C 4.2069 -2.3305 3.2027 0.003
N 2.7077 -2.2588 3.1363 0.021
O 2.1394 -2.5474 4.1643 0.002
O 2.1133 -1.8769 2.1527 0.006
H 4.5352 -3.3412 2.9601 0.000
H 4.6097 -2.1383 4.1972 0.000
H 4.5842 -1.6068 2.4803 0.000
C -2.8569 0.6683 -2.8041 -0.003
N -3.0988 1.9040 -3.6351 0.000
O -2.3071 2.0773 -4.5800 0.000
O -4.0134 2.6566 -3.3461 0.000
H -3.8102 0.1442 -2.7361 0.000
H -2.4463 0.9204 -1.8263 0.004
H -2.1213 0.1334 -3.4048 0.001
C 4.3545 -4.2249 -0.9789 0.000
N 4.1660 -2.8096 -0.6178 0.003
O 3.1864 -2.2140 -1.1056 0.007
O 5.0241 -2.2546 0.0698 0.000
H 5.3654 -4.3019 -1.3792 0.000
H 3.5403 -4.3516 -1.6924 0.000
H 4.1886 -4.7520 -0.0393 0.000
```

***

(4)
Molecular formula: H4OS2Si
Method: DFT, ωB97M-V/def2-TZVPD

The LUMO energy comes out at -0.42 eV. The value obtained for the molecular weight is 112.3 g/mol. For the highest occupied orbital energy, the calculation gives -7.84 eV. The value obtained for the orbital gap is 7.42 eV. The total energy comes out at -1163.4218 a.u.

Geometry as XYZ:
```
8
Properties=species:S:1:pos:R:3:nbo_charge:R:1
O -0.6521 1.1515 1.1386 -0.968
Si 0.1594 0.3791 -0.9188 1.135
S -0.3299 0.1625 2.3624 0.281
S -1.1884 -0.8114 -2.0774 -0.400
H 1.3120 -0.2093 -0.2745 -0.135
H 0.0153 1.5556 -1.8136 -0.152
H -1.7485 -0.2770 2.5052 0.076
H -1.2341 -0.0510 -3.1558 0.164
```